1.
{"formula": "C38H52N4O14P2", "method": "wB97M-V/def2-TZVPD", "elements": ["C", "C", "C", "C", "C", "C", "C", "C", "C", "C", "O", "P", "O", "O", "C", "C", "C", "O", "O", "P", "C", "O", "H", "H", "H", "H", "H", "H", "H", "H", "H", "H", "H", "H", "H", "H", "H", "H", "H", "H", "H", "H", "H", "H", "H", "H", "H", "H", "H", "H", "H", "H", "H", "H", "C", "C", "C", "C", "C", "C", "N", "O", "O", "H", "H", "H", "H", "H", "C", "C", "C", "C", "C", "C", "N", "O", "O", "H", "H", "H", "H", "H", "C", "C", "C", "C", "C", "C", "N", "O", "O", "H", "H", "H", "H", "H", "C", "C", "C", "C", "C", "C", "N", "O", "O", "H", "H", "H", "H", "H"], "coordinates": [[4.538, 4.335, -2.694], [4.816, 2.717, -2.513], [3.688, 1.811, -3.330], [2.871, 0.894, -2.205], [2.368, -0.534, -2.847], [0.809, -0.939, -2.416], [0.102, -1.567, -3.796], [-0.401, -0.293, -4.712], [-1.648, -0.627, -5.722], [-3.087, 0.088, -5.257], [-2.916, 1.459, -4.753], [-4.288, 2.010, -3.834], [-3.700, 2.637, -2.469], [-5.483, 0.794, -3.483], [-5.954, 0.881, -2.071], [-7.001, -0.378, -1.745], [-8.296, 0.221, -0.933], [-8.675, -0.682, 0.189], [-4.942, 3.401, -4.724], [-6.405, 3.979, -3.972], [-6.756, 5.668, -4.873], [-6.165, 4.438, -2.305], [4.073, 4.561, -3.755], [3.727, 4.700, -1.907], [5.556, 4.897, -2.532], [4.762, 2.506, -1.342], [5.916, 2.491, -2.861], [2.951, 2.580, -3.858], [4.267, 1.171, -4.121], [3.569, 0.637, -1.275], [1.965, 1.525, -1.771], [3.028, -1.467, -2.517], [2.455, -0.414, -4.027], [0.761, -1.683, -1.510], [0.300, 0.060, -2.064], [0.893, -2.245, -4.362], [-0.813, -2.259, -3.561], [0.535, 0.003, -5.392], [-0.572, 0.609, -3.987], [-1.827, -1.803, -5.662], [-1.389, -0.392, -6.863], [-3.573, -0.663, -4.501], [-3.705, 0.185, -6.274], [-6.572, 1.884, -1.887], [-5.086, 0.769, -1.282], [-7.263, -1.011, -2.696], [-6.431, -1.120, -1.008], [-9.168, 0.364, -1.721], [-8.099, 1.279, -0.430], [-8.426, -0.171, 1.033], [-7.193, 5.499, -5.951], [-5.674, 6.143, -5.038], [-7.360, 6.422, -4.213], [-6.261, 5.450, -2.217], [7.988, 0.275, 1.843], [6.613, 0.283, 2.081], [5.761, -0.485, 1.286], [6.299, -1.265, 0.253], [7.679, -1.269, 0.007], [8.521, -0.494, 0.808], [5.411, -2.094, -0.570], [4.195, -2.049, -0.334], [5.929, -2.796, -1.451], [8.649, 0.872, 2.470], [6.205, 0.887, 2.889], [4.691, -0.468, 1.484], [8.110, -1.866, -0.794], [9.594, -0.493, 0.627], [-2.512, -5.804, 1.074], [-3.328, -4.672, 1.083], [-3.516, -3.935, -0.087], [-2.881, -4.344, -1.268], [-2.054, -5.476, -1.279], [-1.873, -6.204, -0.101], [-3.094, -3.588, -2.508], [-3.817, -2.582, -2.453], [-2.542, -4.000, -3.538], [-2.373, -6.379, 1.988], [-3.822, -4.366, 2.003], [-4.155, -3.055, -0.064], [-1.552, -5.802, -2.187], [-1.235, -7.085, -0.099], [7.059, 2.749, 8.301], [6.313, 3.176, 7.202], [6.802, 2.987, 5.908], [8.044, 2.364, 5.726], [8.799, 1.941, 6.828], [8.300, 2.138, 8.118], [8.553, 2.139, 4.367], [7.865, 2.544, 3.419], [9.639, 1.555, 4.247], [6.670, 2.894, 9.308], [5.347, 3.653, 7.353], [6.209, 3.325, 5.061], [9.767, 1.461, 6.702], [8.877, 1.811, 8.980], [-5.241, -1.682, 7.145], [-5.987, -1.255, 6.045], [-5.498, -1.444, 4.752], [-4.256, -2.068, 4.570], [-3.501, -2.490, 5.672], [-4.000, -2.293, 6.961], [-3.747, -2.292, 3.211], [-4.435, -1.887, 2.263], [-2.661, -2.876, 3.090], [-5.630, -1.538, 8.152], [-6.953, -0.778, 6.197], [-6.091, -1.106, 3.905], [-2.533, -2.971, 5.546], [-3.423, -2.620, 7.824]], "forces_ev_per_angstrom": [[-0.267, -0.404, 0.154], [-0.253, 0.809, 0.279], [0.515, 0.610, 1.440], [0.329, -0.551, -0.067], [-0.444, -0.261, 0.143], [0.509, 0.182, -0.969], [-0.292, 0.424, 0.617], [1.408, -0.202, -0.580], [-0.086, -0.233, 0.368], [0.453, -2.023, -2.311], [-3.891, -0.515, 1.337], [3.071, 2.999, 4.856], [-2.448, -2.708, -5.290], [2.151, 2.467, -0.314], [-1.388, -0.491, 1.749], [1.001, 0.084, 0.698], [0.191, 0.432, -0.337], [0.759, 2.205, 0.371], [0.106, -1.915, 1.948], [-1.143, -0.206, 0.743], [2.281, 0.812, -0.399], [-0.254, 2.359, -2.415], [1.234, -0.391, 2.051], [1.833, -0.734, -1.588], [-2.177, -0.820, -0.363], [0.162, 0.264, -2.581], [-2.213, 0.308, 0.580], [1.495, -1.903, 0.979], [-1.406, 1.039, 1.487], [-1.332, 0.714, -2.050], [1.815, -1.349, -1.029], [-1.079, 2.263, -0.762], [-0.395, -0.415, 2.479], [0.305, 1.329, -1.841], [0.617, -2.049, -0.851], [-1.623, 1.512, 1.136], [1.660, 1.368, -0.287], [-2.056, -0.451, 1.461], [-0.074, -1.678, -1.570], [0.169, 2.538, -0.168], [-0.587, -0.234, 2.652], [0.715, 1.847, -1.276], [0.988, -0.478, 2.389], [1.701, -2.054, -0.608], [-1.547, 0.619, -2.021], [0.290, 1.508, 1.774], [-1.301, 1.604, -1.581], [1.518, -0.465, 1.922], [-0.090, -2.110, -1.444], [-0.618, -1.330, -2.070], [0.616, 0.223, 2.370], [-2.267, -0.746, 0.264], [0.897, -1.681, -1.307], [0.521, -2.208, -0.098], [0.129, -0.204, -0.097], [0.060, -0.358, -0.382], [0.061, -0.035, -0.018], [0.563, 0.535, 0.533], [-0.023, 0.009, 0.007], [-0.531, -0.066, 0.043], [-0.751, -0.708, -0.724], [1.724, -0.116, -0.351], [-0.810, 0.991, 1.230], [-0.210, -0.476, -0.564], [0.033, -0.153, -0.256], [0.231, -0.162, -0.224], [-0.331, 0.076, 0.154], [-0.236, -0.029, 0.005], [-0.074, 0.120, -0.136], [0.016, -0.307, -0.451], [-0.004, -0.056, -0.127], [0.121, -0.509, 0.899], [-0.002, -0.005, -0.005], [-0.232, 0.359, -0.042], [-0.234, 0.623, -0.953], [1.057, -1.364, -0.202], [-0.815, 0.637, 1.366], [-0.020, 0.122, -0.182], [0.098, -0.266, -0.531], [0.230, -0.208, -0.162], [-0.221, 0.253, 0.133], [-0.118, 0.205, -0.063], [0.057, -0.021, -0.129], [0.355, -0.179, -0.075], [0.054, -0.052, 0.009], [-0.387, 0.092, 0.928], [-0.037, 0.005, -0.027], [-0.215, 0.121, -0.344], [0.337, 0.066, -0.836], [1.108, -0.128, 1.635], [-1.450, 0.893, 0.112], [0.087, -0.022, -0.216], [0.216, -0.097, -0.095], [0.302, -0.155, 0.081], [-0.280, 0.138, -0.184], [-0.084, 0.055, -0.230], [0.055, -0.020, -0.124], [0.363, -0.178, -0.073], [0.060, -0.045, 0.022], [-0.401, 0.123, 0.923], [-0.048, 0.008, -0.028], [-0.224, 0.120, -0.341], [0.556, 0.027, -1.007], [0.992, -0.623, 1.299], [-1.459, 1.150, 0.371], [0.086, -0.023, -0.215], [0.214, -0.099, -0.091], [0.312, -0.177, 0.080], [-0.277, 0.145, -0.188], [-0.084, 0.055, -0.228]], "smiles": "CCCCCCCCCCO[P@](=O)(OCCCO)OP(C)O.O=[N+]([O-])c1ccccc1.O=[N+]([O-])c1ccccc1.O=[N+]([O-])c1ccccc1.O=[N+]([O-])c1ccccc1", "e_lumo_ev": -1.12, "spin_multiplicity": 1, "homo_ev": -8.63}


2.
{"formula": "C38H53CrN7OS", "method": "wB97M-V/def2-TZVPD", "elements": ["Cr", "N", "C", "C", "C", "C", "C", "C", "N", "C", "C", "C", "S", "C", "N", "H", "H", "H", "H", "H", "H", "H", "C", "C", "C", "C", "C", "C", "C", "N", "C", "C", "C", "C", "C", "C", "C", "N", "C", "C", "C", "C", "H", "H", "H", "H", "H", "H", "H", "H", "H", "H", "H", "H", "H", "H", "H", "H", "H", "H", "H", "H", "H", "H", "H", "H", "C", "C", "C", "O", "C", "H", "H", "H", "H", "H", "H", "H", "H", "C", "C", "N", "C", "C", "C", "C", "N", "H", "H", "H", "H", "H", "H", "H", "H", "H", "H", "H", "H", "H", "H"], "coordinates": [[-0.001, 0.302, 0.274], [-1.332, -0.887, 4.057], [-0.178, -0.232, 4.455], [0.360, -0.026, 5.720], [1.534, 0.691, 5.778], [2.137, 1.177, 4.610], [1.591, 0.960, 3.361], [0.400, 0.233, 3.282], [-0.421, -0.162, 2.187], [-1.464, -0.829, 2.730], [-2.642, -1.422, 2.091], [-3.714, -1.933, 2.772], [-4.859, -2.541, 1.686], [-3.857, -2.062, 0.381], [-2.738, -1.498, 0.726], [-1.975, -1.350, 4.680], [-0.121, -0.408, 6.613], [2.000, 0.879, 6.738], [3.059, 1.739, 4.692], [2.085, 1.350, 2.493], [-3.897, -1.973, 3.838], [-4.155, -2.233, -0.649], [6.733, 0.671, -1.325], [6.319, -0.041, -0.028], [6.890, 0.723, 1.188], [6.875, -1.468, -0.032], [4.811, -0.026, 0.115], [4.076, -1.138, 0.528], [2.709, -1.054, 0.660], [2.021, 0.072, 0.413], [2.727, 1.185, 0.080], [4.088, 1.156, -0.089], [1.917, 2.421, 0.103], [2.431, 3.687, -0.076], [1.655, 4.818, 0.177], [0.355, 4.581, 0.638], [-0.120, 3.300, 0.756], [0.628, 2.215, 0.469], [2.164, 6.232, -0.030], [1.788, 7.103, 1.181], [3.681, 6.269, -0.229], [1.471, 6.779, -1.295], [7.817, 0.615, -1.429], [6.466, 1.731, -1.326], [6.287, 0.196, -2.202], [7.980, 0.702, 1.141], [6.582, 0.259, 2.129], [6.572, 1.770, 1.193], [7.943, -1.432, -0.243], [6.409, -2.086, -0.805], [6.756, -1.959, 0.937], [4.562, -2.079, 0.747], [2.133, -1.905, 0.984], [4.613, 2.063, -0.355], [3.460, 3.802, -0.384], [-0.298, 5.402, 0.903], [-1.125, 3.113, 1.105], [2.122, 6.652, 2.119], [0.713, 7.288, 1.244], [2.276, 8.074, 1.086], [4.211, 5.843, 0.629], [4.002, 7.306, -0.329], [3.994, 5.751, -1.140], [0.382, 6.731, -1.208], [1.778, 6.224, -2.187], [1.750, 7.825, -1.435], [-0.429, -2.954, -2.444], [-0.608, -3.796, -1.153], [0.030, -2.960, -0.047], [0.068, -1.607, -0.592], [0.395, -1.757, -2.003], [-1.393, -2.625, -2.829], [0.074, -3.505, -3.234], [-0.114, -4.762, -1.226], [-1.661, -3.976, -0.946], [1.049, -3.295, 0.142], [-0.525, -2.938, 0.884], [1.467, -1.935, -2.098], [0.137, -0.832, -2.515], [-5.692, 2.740, -0.481], [-4.290, 2.267, -0.133], [-3.291, 2.455, -1.214], [-3.546, 3.476, -2.257], [-3.180, 4.878, -1.785], [-2.126, 1.852, -1.137], [-1.114, 2.053, -2.231], [-1.788, 1.032, -0.138], [-6.344, 2.478, 0.352], [-6.079, 2.244, -1.372], [-5.752, 3.820, -0.615], [-4.346, 1.201, 0.090], [-3.937, 2.782, 0.766], [-4.597, 3.427, -2.517], [-2.997, 3.209, -3.154], [-3.761, 5.162, -0.904], [-3.396, 5.601, -2.573], [-2.117, 4.950, -1.537], [-1.466, 1.610, -3.163], [-0.178, 1.562, -1.971], [-0.905, 3.106, -2.414], [-2.499, 0.903, 0.571]], "forces_ev_per_angstrom": [[-1.183, -0.593, -0.277], [-0.055, -0.050, 0.312], [-0.133, -0.072, -0.057], [-0.076, -0.065, 0.094], [0.014, -0.018, 0.067], [0.010, 0.006, -0.014], [-0.062, -0.028, 0.020], [-0.070, -0.033, -0.233], [-0.015, -0.063, -0.013], [0.344, 0.166, 0.003], [0.115, 0.088, -0.160], [-0.025, -0.001, 0.216], [-0.077, 0.009, -0.140], [-0.100, -0.101, 0.024], [0.191, -0.067, 0.009], [0.016, -0.009, 0.003], [0.040, 0.033, -0.068], [-0.034, -0.005, -0.061], [-0.036, -0.019, -0.014], [0.055, 0.073, -0.089], [0.001, -0.027, -0.131], [0.053, 0.012, 0.144], [-0.025, -0.019, -0.043], [0.070, 0.037, 0.080], [-0.003, -0.016, -0.052], [-0.019, -0.018, -0.009], [-0.030, -0.033, 0.029], [0.145, -0.013, -0.034], [-0.205, 0.239, -0.101], [0.469, 0.094, 0.075], [-0.215, -0.195, 0.069], [0.210, 0.086, -0.051], [-0.155, -0.080, 0.142], [0.115, 0.093, -0.026], [0.000, 0.006, -0.023], [-0.006, 0.108, -0.057], [-0.001, -0.185, 0.010], [0.434, 0.266, -0.084], [-0.026, 0.026, -0.038], [0.019, -0.025, 0.033], [0.013, -0.008, 0.028], [0.002, -0.003, 0.000], [-0.032, 0.016, 0.001], [0.025, -0.073, -0.008], [0.035, 0.028, 0.051], [-0.056, 0.017, 0.006], [0.026, 0.027, -0.051], [0.023, -0.071, 0.004], [-0.028, -0.011, 0.026], [0.045, 0.045, 0.044], [-0.007, 0.023, -0.071], [-0.014, 0.044, 0.001], [-0.014, -0.006, 0.039], [-0.031, -0.069, 0.024], [-0.047, -0.007, 0.019], [0.032, -0.042, 0.007], [-0.002, -0.020, -0.014], [-0.011, 0.047, -0.060], [0.070, -0.025, 0.005], [-0.045, -0.034, -0.003], [-0.017, 0.037, -0.062], [-0.006, -0.038, -0.001], [-0.019, 0.020, 0.057], [0.069, 0.029, -0.001], [-0.035, 0.034, 0.055], [-0.010, -0.070, 0.002], [-0.077, -0.067, 0.075], [-0.006, 0.046, -0.058], [-0.117, -0.149, -0.217], [0.033, 0.777, 0.477], [-0.069, -0.102, -0.028], [-0.007, -0.030, 0.018], [0.008, -0.018, -0.008], [-0.020, 0.005, -0.010], [0.009, 0.025, -0.026], [0.070, 0.060, -0.021], [-0.065, 0.108, 0.023], [0.057, 0.021, 0.087], [-0.034, 0.072, 0.044], [0.013, -0.009, 0.001], [-0.140, 0.069, -0.053], [-0.139, 0.155, -0.003], [-0.030, 0.085, 0.082], [-0.001, -0.061, 0.075], [0.218, -0.164, -0.005], [-0.073, -0.089, 0.068], [0.516, 0.036, 0.043], [-0.003, 0.026, -0.018], [0.019, 0.022, 0.055], [-0.007, -0.042, -0.006], [0.060, -0.052, -0.035], [0.048, 0.000, -0.012], [-0.046, -0.043, -0.022], [-0.001, -0.046, -0.024], [0.057, -0.007, -0.061], [0.014, -0.047, 0.040], [-0.065, 0.008, -0.016], [-0.040, 0.011, -0.009], [0.127, -0.018, -0.012], [0.034, 0.014, 0.035], [-0.054, -0.096, -0.128]], "total_charge": 3, "e_lumo_ev": [-9.60, -9.03], "spin_multiplicity": 2, "s_squared": 0.76, "homo_ev": [-16.03, -16.04]}


Q: What is the formula in the first record?
A: C38H52N4O14P2